Entry from the Open Molecules 2025 dataset: a 2-piece molecular cluster, C2H6FN overall at a distorted geometry (ωB97M-V/def2-TZVPD).

The value obtained for the max |F| is 0.0471 hartree/bohr. The calculation puts the orbital gap (alpha / beta) at 9.470 / 9.079 eV.

```
10
Properties=species:S:1:pos:R:3:forces:R:3
C 0.2232 0.8099 -0.8598 -0.08 0.41 1.65
C 0.4471 -0.2678 0.2374 1.69 -0.97 0.39
N -0.7157 -0.2806 1.0440 -2.42 -0.09 0.15
F -0.4412 -1.1876 2.0896 -0.28 0.08 -0.75
H 0.1198 1.8533 -0.3826 -0.24 -1.78 -0.75
H 0.9870 0.8862 -1.5746 1.79 -0.03 -0.51
H -0.5732 0.5280 -1.5257 -1.06 0.11 0.30
H 0.7022 -1.3549 0.0470 -0.30 1.10 -1.10
H 1.3113 -0.0814 0.9551 -0.91 0.64 -0.78
H -2.0606 -0.9052 -0.0304 1.83 0.53 1.40
```
Positions in Å, forces in eV/Å.

Formally, the Mulliken partial charges of the atoms, in units of the elementary charge, are as follows:
1 C -0.87
2 C -0.29
3 N -0.22
4 F -0.18
5 H 0.23
6 H 0.37
7 H 0.28
8 H 0.27
9 H 0.29
10 H 0.12